Model one:
C4H10NO | ωB97M-V/def2-TZVPD

Values from the calculation:
**Charge**: +1

Structure (XYZ):
```
16
Properties=species:S:1:pos:R:3:lowdin_charge:R:1
C -1.82 -0.92 -0.23 0.010
C -1.58 0.42 -0.76 -0.051
C 1.76 0.93 -0.11 0.088
C 0.53 -0.38 0.54 -0.271
N -0.47 -0.40 -0.52 -0.058
O 1.08 -1.63 0.51 0.040
H -1.97 -1.03 0.91 0.177
H -2.26 -1.73 -0.70 0.113
H -1.89 0.69 -1.84 0.182
H -1.75 1.28 -0.13 0.141
H 2.67 0.45 0.16 0.041
H 1.52 0.95 -1.14 0.030
H 1.53 1.87 0.52 0.098
H 0.09 -0.04 1.45 0.139
H -0.02 -0.67 -1.36 0.182
H 1.76 -1.81 1.18 0.138
```

***

Model two:
C4H10NO | ωB97M-V/def2-TZVPD

Values from the calculation:
**Charge**: +1

Structure (XYZ):
```
16
Properties=species:S:1:pos:R:3:lowdin_charge:R:1
C -0.36 -0.77 -1.84 -0.001
C -0.35 -0.41 -0.37 -0.389
C -1.01 0.54 0.32 0.134
C 1.15 -2.20 0.30 0.174
N 0.56 -1.05 0.39 -0.007
H 0.74 -0.84 -1.98 0.091
H -0.68 -1.80 -1.93 0.089
H -0.76 -0.02 -2.59 0.125
H -0.76 0.99 1.36 0.112
H -2.02 0.85 0.00 0.112
H 1.77 -2.82 1.01 0.145
H 1.28 -2.36 -0.83 0.128
H 0.60 -0.58 1.39 0.229
H 0.12 3.65 0.40 0.034
H 0.63 3.10 1.64 0.090
O -0.17 3.03 1.05 -0.067
```

***

Model three:
C4H10NO | ωB97M-V/def2-TZVPD

Values from the calculation:
**Charge**: +1

Structure (XYZ):
```
16
Properties=species:S:1:pos:R:3:lowdin_charge:R:1
C -0.70 1.07 -1.20 -0.021
C -1.13 0.00 -0.28 0.026
C 1.68 -0.66 0.82 -0.402
C -1.40 0.41 1.03 -0.032
N 2.07 -1.45 -0.19 0.148
O 1.75 0.59 0.79 -0.027
H -1.10 2.00 -0.87 0.099
H -1.10 0.97 -2.22 0.118
H -1.40 -0.92 -0.67 0.119
H 1.29 -1.28 1.64 0.141
H -1.63 -0.39 1.77 0.129
H -2.46 0.79 0.87 0.186
H -0.55 1.09 1.28 0.127
H 1.89 -2.41 -0.43 0.121
H 2.36 -0.90 -0.98 0.110
H 0.45 1.08 -1.35 0.158
```

***

Energies in kJ/mol, measured from the most stable structure: model one 21.6; model two 29.6; model three 0.0.

***

Model one:
C4H11N3 | ωB97M-V/def2-TZVPD

Values from the calculation:
**<S²>**: 0.763
**Charge**: -1
**Spin multiplicity**: 2

Structure (XYZ):
```
18
Properties=species:S:1:pos:R:3:lowdin_charge:R:1
C 2.61 -0.58 0.58 -0.150
C 1.82 -1.11 -0.60 -0.294
C 0.53 -0.36 -0.85 -0.357
N -0.35 -0.38 0.28 -0.010
C -1.42 0.39 0.14 -0.784
N -1.70 1.15 -0.92 -0.013
N -2.30 0.43 1.21 0.109
H 3.47 -1.21 0.79 0.051
H 1.96 -0.58 1.46 0.052
H 2.96 0.44 0.46 0.057
H 1.67 -2.18 -0.41 0.090
H 2.43 -1.10 -1.52 0.091
H 0.78 0.66 -1.17 0.089
H 0.02 -0.75 -1.74 0.093
H 0.55 2.70 1.10 0.008
H 0.08 2.96 0.58 0.006
H -2.65 1.51 -0.79 -0.033
H -1.83 -0.06 1.97 -0.004
```

***

Model two:
C4H11N3 | ωB97M-V/def2-TZVPD

Values from the calculation:
**<S²>**: 0.758
**Charge**: -1
**Spin multiplicity**: 2

Structure (XYZ):
```
18
Properties=species:S:1:pos:R:3:lowdin_charge:R:1
C -1.25 -0.66 0.92 -0.291
C -0.90 0.10 -0.49 -0.214
C 0.60 -0.16 -0.80 -0.470
C 1.44 0.89 -1.26 -0.308
N 2.32 1.73 -0.45 -0.073
N 1.22 -1.43 -0.43 -0.057
N -2.68 -0.32 1.23 -0.099
H -0.56 -0.32 1.80 0.101
H -1.22 -1.83 0.91 0.096
H -1.56 -0.31 -1.28 0.063
H -1.16 1.16 -0.54 0.073
H 1.51 1.30 -2.24 0.009
H 2.50 1.30 0.50 0.049
H 3.25 1.67 -0.79 -0.007
H 1.54 -1.42 0.56 0.032
H 0.64 -2.21 -0.70 0.020
H -2.80 0.61 0.81 0.028
H -2.90 -0.10 2.24 0.050
```

***

Energies in kJ/mol, measured from the most stable structure: model one 0.0; model two 259.2.

***

Model one:
C10H30O5 | ωB97M-V/def2-TZVPD

Values from the calculation:
**SMILES**: CCO.CCO.CCO.CCO.CCO
**Charge**: 0

Structure (XYZ):
```
45
Properties=species:S:1:pos:R:3:lowdin_charge:R:1
C 4.51 -1.28 -0.45 -0.087
C 5.82 -1.04 -1.12 -0.318
O 5.66 -0.31 -2.36 -0.091
H 3.75 -1.40 -1.23 0.072
H 4.21 -0.38 0.10 0.062
H 4.44 -2.13 0.23 0.078
H 6.37 -1.95 -1.40 0.107
H 6.58 -0.53 -0.50 0.108
H 6.43 0.25 -2.45 0.070
C 3.08 4.21 0.46 -0.083
C 2.49 2.82 0.26 -0.300
O 1.43 2.56 1.20 -0.090
H 2.58 5.01 -0.08 0.073
H 4.08 4.20 0.00 0.075
H 3.17 4.51 1.50 0.072
H 3.24 2.02 0.30 0.098
H 2.05 2.74 -0.74 0.113
H 1.83 2.63 2.08 0.091
C -4.30 0.34 -1.14 -0.097
C -5.52 1.23 -1.34 -0.302
O -6.44 0.56 -2.23 -0.088
H -3.53 0.78 -0.52 0.066
H -3.87 0.10 -2.12 0.075
H -4.53 -0.68 -0.80 0.072
H -5.24 2.15 -1.85 0.107
H -5.97 1.53 -0.40 0.105
H -6.60 1.18 -2.94 0.069
C 0.78 -0.67 -0.73 -0.089
C -0.65 -0.28 -0.39 -0.332
O -0.66 0.52 0.77 -0.090
H 1.27 -1.30 0.02 0.076
H 1.43 0.21 -0.82 0.056
H 0.88 -1.16 -1.71 0.077
H -1.30 -1.15 -0.34 0.101
H -1.09 0.31 -1.21 0.102
H -0.10 1.30 0.65 0.044
C -3.20 -3.74 1.76 -0.097
C -2.83 -2.44 2.42 -0.328
O -2.26 -2.73 3.69 -0.080
H -3.81 -4.35 2.44 0.077
H -2.31 -4.36 1.57 0.076
H -3.77 -3.66 0.84 0.070
H -3.77 -1.88 2.56 0.111
H -2.15 -1.83 1.83 0.094
H -2.18 -1.91 4.19 0.079
```

***

Model two:
C10H30O5 | ωB97M-V/def2-TZVPD

Values from the calculation:
**SMILES**: CCO.CCO.CCO.CCO.CCO
**Charge**: 0

Structure (XYZ):
```
45
Properties=species:S:1:pos:R:3:lowdin_charge:R:1
C 3.02 -1.51 0.37 -0.085
C 1.93 -2.10 -0.51 -0.326
O 0.88 -1.18 -0.73 -0.099
H 3.43 -0.59 -0.06 0.062
H 3.83 -2.24 0.50 0.076
H 2.61 -1.30 1.36 0.061
H 1.51 -2.97 -0.02 0.097
H 2.38 -2.41 -1.47 0.111
H 1.23 -0.48 -1.30 0.028
C -2.38 -0.04 -1.87 -0.083
C -3.79 0.43 -1.61 -0.306
O -3.80 1.18 -0.39 -0.088
H -2.37 -0.69 -2.74 0.079
H -2.03 -0.59 -0.98 0.072
H -1.68 0.79 -1.97 0.072
H -4.45 -0.44 -1.53 0.112
H -4.13 1.05 -2.45 0.112
H -4.70 1.25 -0.06 0.095
C 1.94 3.18 -1.71 -0.074
C 1.92 2.15 -2.82 -0.276
O 2.10 0.82 -2.30 -0.104
H 2.93 3.23 -1.25 0.079
H 1.25 2.89 -0.91 0.057
H 1.66 4.16 -2.07 0.080
H 2.71 2.36 -3.54 0.112
H 0.96 2.14 -3.33 0.112
H 3.03 0.59 -2.26 0.089
C 0.10 -2.56 2.79 -0.086
C -1.20 -3.04 2.18 -0.325
O -1.64 -4.17 2.92 -0.082
H 0.97 -3.12 2.45 0.068
H 0.03 -2.68 3.88 0.079
H 0.25 -1.49 2.62 0.062
H -1.11 -3.27 1.12 0.108
H -1.95 -2.25 2.27 0.107
H -2.24 -4.70 2.38 0.077
C 0.48 2.22 1.96 -0.086
C -0.63 1.61 1.14 -0.343
O -1.65 2.58 0.97 -0.084
H 0.15 2.47 2.96 0.075
H 0.89 3.10 1.46 0.065
H 1.29 1.50 2.07 0.071
H -1.05 0.74 1.66 0.109
H -0.26 1.26 0.17 0.085
H -2.44 2.13 0.63 0.035
```

***

Model three:
C10H30O5 | ωB97M-V/def2-TZVPD

Values from the calculation:
**Charge**: 0

Structure (XYZ):
```
45
Properties=species:S:1:pos:R:3:lowdin_charge:R:1
C 23.07 6.98 -31.16 -0.052
C 22.75 7.04 -32.66 -0.203
O 21.42 6.59 -32.82 -0.218
H 24.10 7.26 -30.96 0.081
H 22.87 5.94 -30.90 0.070
H 22.49 7.68 -30.56 0.042
H 23.47 6.44 -33.21 0.115
H 22.78 8.06 -33.04 0.121
H 21.27 5.83 -32.25 -0.209
C 19.95 7.37 -35.26 -0.066
C 19.66 6.29 -34.23 -0.338
O 19.19 6.77 -33.02 -0.097
H 20.37 7.00 -36.19 0.063
H 20.68 8.10 -34.91 0.068
H 19.13 8.02 -35.58 0.079
H 20.52 5.70 -33.90 0.114
H 18.89 5.66 -34.68 0.043
H 19.92 6.81 -32.39 -0.011
C 20.47 4.34 -29.69 -0.052
C 20.40 4.93 -31.06 -0.275
O 21.54 4.88 -31.84 0.000
H 19.54 4.41 -29.13 0.089
H 21.17 5.02 -29.20 0.084
H 20.81 3.30 -29.66 0.089
H 20.03 5.96 -31.00 0.081
H 19.62 4.41 -31.61 0.147
H 22.05 4.17 -31.45 0.165
C 19.36 7.49 -29.07 -0.035
C 20.16 8.00 -30.28 -0.408
O 20.21 9.30 -30.27 -0.005
H 19.66 8.00 -28.15 0.075
H 19.62 6.47 -28.82 0.038
H 18.30 7.71 -29.17 0.090
H 19.65 7.59 -31.15 0.097
H 21.23 7.81 -30.19 0.074
H 20.65 9.54 -29.45 0.107
C 18.39 4.86 -36.44 -0.069
C 17.44 4.73 -37.73 -0.272
O 18.07 3.84 -38.62 -0.111
H 18.59 3.87 -36.03 0.087
H 17.84 5.50 -35.76 0.065
H 19.38 5.32 -36.54 0.054
H 17.23 5.62 -38.32 0.106
H 16.54 4.20 -37.44 0.099
H 17.75 3.78 -39.52 0.079
```

***

Energies in kJ/mol, measured from the most stable structure: model one 78.7; model two 0.0; model three 769.1.

***

Model one:
CH3N2O3S | ωB97M-V/def2-TZVPD

Values from the calculation:
**SMILES**: O=C([O-])NNSO
**Charge**: -1

Structure (XYZ):
```
10
Properties=species:S:1:pos:R:3:lowdin_charge:R:1
O 2.37 0.25 0.74 -0.035
C 1.34 0.38 0.10 -0.719
O 0.82 1.42 -0.40 -0.039
N 0.60 -0.92 0.06 -0.079
N -0.75 -1.19 -0.30 -0.324
S -2.10 -0.14 0.48 0.685
O -1.76 1.31 -0.04 -0.673
H 1.04 -1.54 0.77 0.115
H -0.96 -0.94 -1.23 0.004
H -0.59 1.37 -0.18 0.064
```

***

Model two:
CH3N2O3S | ωB97M-V/def2-TZVPD

Values from the calculation:
**Charge**: -1

Structure (XYZ):
```
10
Properties=species:S:1:pos:R:3:lowdin_charge:R:1
C 0.21 0.56 0.04 -0.450
N 2.09 -0.08 1.21 -0.085
N 0.91 -0.39 0.50 -0.088
O -3.26 -0.57 -0.79 -0.513
O -0.84 0.51 -0.69 -0.287
O -1.87 -0.78 -2.78 -0.510
S -1.97 -0.99 -1.34 0.730
H 0.52 1.62 0.30 0.117
H 2.15 -0.75 1.97 0.044
H 2.07 0.87 1.58 0.043
```

***

Energies in kJ/mol, measured from the most stable structure: model one 0.0; model two 10.6.

***

Model one:
C2H8OS | ωB97M-V/def2-TZVPD

Values from the calculation:
**SMILES**: CCS.O
**Charge**: 0

Structure (XYZ):
```
12
Properties=species:S:1:pos:R:3:lowdin_charge:R:1
C 1.12 -0.06 -0.76 -0.207
C 0.51 -1.12 0.08 -0.631
S 0.87 -0.77 1.84 0.676
H 2.20 0.10 -0.71 0.075
H 0.65 0.92 -0.65 0.062
H 0.95 -0.25 -1.83 0.076
H -0.54 -1.39 -0.03 0.068
H 0.93 -2.07 -0.16 0.047
H -0.03 -1.62 2.34 -0.161
O -2.35 2.44 -0.01 -0.057
H -2.35 1.77 0.68 0.026
H -1.95 2.03 -0.79 0.027
```

***

Model two:
C2H8OS | ωB97M-V/def2-TZVPD

Values from the calculation:
**SMILES**: CCO.S
**Charge**: 0

Structure (XYZ):
```
12
Properties=species:S:1:pos:R:3:lowdin_charge:R:1
C -0.75 -0.05 1.04 -0.095
C -0.71 -1.48 0.53 -0.315
O -2.04 -1.93 0.13 -0.089
H -0.83 0.65 0.20 0.075
H 0.27 0.09 1.45 0.076
H -1.45 0.14 1.84 0.072
H -0.06 -1.41 -0.37 0.108
H -0.16 -2.25 1.06 0.101
H -1.84 -2.21 -0.77 0.068
S 2.93 2.42 -1.40 0.395
H 2.69 3.76 -1.28 -0.217
H 1.97 2.26 -2.43 -0.179
```

***

Energies in kJ/mol, measured from the most stable structure: model one 0.0; model two 52.9.

***

Model one:
C2H8OS | ωB97M-V/def2-TZVPD

Values from the calculation:
**SMILES**: CSC.O
**Charge**: 0

Structure (XYZ):
```
12
Properties=species:S:1:pos:R:3:lowdin_charge:R:1
C 0.00 0.00 0.00 -0.418
S -1.24 -0.27 -1.32 0.696
C -0.57 -1.71 -2.16 -0.459
H 0.76 0.76 -0.26 0.029
H 0.51 -0.97 0.14 0.033
H -0.48 0.29 0.95 0.032
H -0.52 -2.53 -1.43 0.033
H 0.46 -1.42 -2.44 0.027
H -1.10 -2.06 -3.06 0.047
O 1.56 1.01 -4.12 -0.092
H 2.17 1.78 -4.04 0.048
H 0.95 1.10 -3.35 0.024
```

***

Model two:
C2H8OS | ωB97M-V/def2-TZVPD

Values from the calculation:
**Charge**: 0

Structure (XYZ):
```
12
Properties=species:S:1:pos:R:3:lowdin_charge:R:1
O -0.49 -1.28 1.42 -0.345
H -1.15 -1.03 0.41 0.186
H -1.24 -0.70 2.05 0.137
H -1.95 -5.66 -2.15 0.002
C -0.02 1.73 -0.07 -0.759
C 1.40 2.24 -0.22 -0.374
S -1.16 2.71 0.64 0.572
H 1.30 2.47 -1.58 0.175
H -2.01 -4.83 -1.91 -0.002
H 0.95 -0.27 0.49 0.264
H 2.05 1.68 0.56 0.027
H 2.32 2.93 0.36 0.116
```

***

Energies in kJ/mol, measured from the most stable structure: model one 0.0; model two 1204.3.

***

Model one:
Cl2O2S2 | ωB97M-V/def2-TZVPD

Values from the calculation:
**Charge**: 0

Structure (XYZ):
```
6
Properties=species:S:1:pos:R:3:lowdin_charge:R:1
O 2.15 0.32 0.73 -0.587
O -1.46 1.74 0.70 -0.580
S 1.30 0.01 -0.41 0.436
S -1.23 0.32 0.67 0.467
Cl 1.13 -2.04 -0.50 0.145
Cl -1.90 -0.35 -1.19 0.120
```

***

Model two:
Cl2O2S2 | ωB97M-V/def2-TZVPD

Values from the calculation:
**Charge**: 0

Structure (XYZ):
```
6
Properties=species:S:1:pos:R:3:lowdin_charge:R:1
O -2.03 0.61 -0.36 -0.623
O 1.47 -1.64 0.03 -0.615
S -2.68 -0.59 -0.96 0.532
S 1.64 -0.25 -0.49 0.450
Cl 2.69 0.78 0.85 0.169
Cl -4.08 -1.35 0.42 0.087
```

***

Energies in kJ/mol, measured from the most stable structure: model one 0.0; model two 15.7.

***

Model one:
C5H5N2O | ωB97M-V/def2-TZVPD

Values from the calculation:
**SMILES**: Cc1ccc([N+]#N)o1
**Charge**: +1

Structure (XYZ):
```
13
Properties=species:S:1:pos:R:3:lowdin_charge:R:1
C -1.93 0.85 0.51 0.047
C -0.64 0.26 0.15 -0.218
C -0.41 -0.65 -0.92 0.052
C 0.93 -0.88 -0.92 0.094
C 1.48 -0.18 0.20 -0.258
N 2.70 -0.22 0.64 0.115
N 3.77 -0.06 0.88 0.400
O 0.46 0.41 0.88 0.167
H -2.00 1.91 0.24 0.126
H -2.65 0.41 -0.15 0.099
H -2.01 0.70 1.58 0.115
H -1.16 -1.05 -1.55 0.133
H 1.47 -1.50 -1.56 0.128
```

***

Model two:
C5H5N2O | ωB97M-V/def2-TZVPD

Values from the calculation:
**SMILES**: O=C1C[C@@H]2N=CC=[N+]12
**Charge**: +1

Structure (XYZ):
```
13
Properties=species:S:1:pos:R:3:lowdin_charge:R:1
O -2.53 1.07 -0.08 0.257
C -1.64 0.32 -0.07 -0.242
C -1.00 -1.09 0.29 0.107
C 0.33 -0.81 -0.65 -0.169
N 1.56 -0.70 -0.08 0.136
C 1.85 0.49 0.19 -0.025
C 0.66 1.40 0.06 0.174
N -0.23 0.62 -0.62 0.095
H -0.72 -0.93 1.24 0.095
H -1.71 -1.84 0.05 0.126
H 0.05 -1.50 -1.43 0.179
H 2.82 0.63 0.70 0.151
H 0.54 2.35 0.39 0.115
```

***

Energies in kJ/mol, measured from the most stable structure: model one 0.0; model two 108.0.